C3H5N3O | ωB97M-V/def2-TZVPD

The HOMO-LUMO gap (spin up / spin down) comes out at 6.70 / 8.16 eV. The value obtained for the lowest unoccupied orbital energy (spin up / spin down) is -2.0510 / -1.4773 eV. The total energy comes out at -356.6452 hartree.

```
! RIJCOSX wB97M-V def2-TZVPD def2/J DEFGRID3
* xyz 0 1
N 0.81 1.46 -0.14
C 0.83 0.20 -0.01
C 1.99 -0.66 -0.09
O 1.62 -1.86 0.14
N 0.26 -2.05 0.37
C -0.27 -0.78 0.28
N -1.49 -0.40 0.37
H -2.27 2.34 -0.73
H -0.15 1.79 -0.01
H 3.05 -0.47 -0.26
H -2.27 1.65 -0.44
H -2.11 -1.20 0.51
*
```

Atom charges from the Mulliken analysis, given in e for atoms 1 to 8:
1 N -0.685
2 C 0.718
3 C -0.369
4 O -0.074
5 N -0.453
6 C 0.451
7 N -0.529
8 H 0.206



C3H5N3O | ωB97M-V/def2-TZVPD

The HOMO-LUMO gap comes out at 9.46 eV. The value obtained for the lowest unoccupied orbital energy is 0.8553 eV. As for the SMILES: On1[nH]n1C1C=C1. The total energy comes out at -356.4995 hartree.

```
! RIJCOSX wB97M-V def2-TZVPD def2/J DEFGRID3
* xyz 0 1
O -1.98 -1.18 -0.46
N -1.72 -0.02 0.22
N -1.00 0.91 -0.59
N -0.53 0.95 0.77
C 0.65 0.24 0.96
C 1.18 -0.79 -0.20
C 1.81 0.31 0.02
H -1.42 -1.23 -1.26
H -1.61 1.72 -0.74
H 0.79 -0.02 2.00
H 1.16 -1.79 -0.59
H 2.68 0.91 -0.13
*
```

Atom charges from the Mulliken analysis, given in e for atoms 1 to 8:
1 O -0.249
2 N -0.179
3 N -0.374
4 N -0.139
5 C -0.256
6 C -0.305
7 C -0.320
8 H 0.328



C3H5N3O | ωB97M-V/def2-TZVPD

The HOMO-LUMO gap comes out at 8.55 eV. The value obtained for the lowest unoccupied orbital energy is 0.4028 eV. As for the SMILES: N/C(=C/[O-])C1=N[NH2+]1. The total energy comes out at -356.6973 hartree.

```
! RIJCOSX wB97M-V def2-TZVPD def2/J DEFGRID3
* xyz 0 1
N 0.34 -1.10 -1.16
C -0.32 -0.03 -0.47
C -1.27 0.90 -1.03
O -1.80 1.80 -0.39
C -0.04 0.21 0.85
N -0.16 0.83 1.97
N 0.79 -0.36 1.88
H -0.31 -1.80 -1.49
H 0.85 -0.77 -1.97
H -1.51 0.75 -2.11
H 1.78 -0.16 1.90
H 0.49 -1.20 2.37
*
```

Atom charges from the Mulliken analysis, given in e for atoms 1 to 8:
1 N -0.591
2 C 0.026
3 C -0.124
4 O -0.565
5 C 0.455
6 N -0.508
7 N -0.070
8 H 0.262



C3H5N3O | ωB97M-V/def2-TZVPD

The HOMO-LUMO gap comes out at 11.31 eV. The value obtained for the lowest unoccupied orbital energy is 0.7590 eV. As for the SMILES: N#CCO.N=C=N. The total energy comes out at -356.7720 hartree.

```
! RIJCOSX wB97M-V def2-TZVPD def2/J DEFGRID3
* xyz 0 1
N -0.52 -0.90 -1.32
C 0.35 -0.59 -0.62
C 1.63 -0.39 0.06
O 2.48 -1.42 -0.38
H 2.02 0.62 -0.17
H 1.53 -0.46 1.15
H 2.29 -1.55 -1.31
N -2.80 0.17 -0.10
C -1.90 0.90 0.29
N -0.97 1.54 0.80
H -2.79 -0.05 -1.09
H -1.21 2.52 0.90
*
```

Atom charges from the Mulliken analysis, given in e for atoms 1 to 8:
1 N -0.460
2 C 0.281
3 C -0.147
4 O -0.497
5 H 0.213
6 H 0.256
7 H 0.331
8 N -0.550



C3H5N3O | ωB97M-V/def2-TZVPD

The HOMO-LUMO gap comes out at 8.54 eV. The value obtained for the lowest unoccupied orbital energy is 0.9405 eV. As for the SMILES: O/C=C1\N=CNN1. The total energy comes out at -356.7407 hartree.

```
! RIJCOSX wB97M-V def2-TZVPD def2/J DEFGRID3
* xyz 0 1
O -2.46 0.65 1.16
C -1.64 0.13 0.19
C -0.31 0.19 0.15
N 0.67 0.26 1.17
C 1.70 -0.28 0.63
N 1.57 -0.68 -0.70
N 0.37 -0.02 -1.08
H -2.53 1.59 0.97
H -2.15 -0.40 -0.63
H 2.63 -0.50 1.15
H 2.34 -0.39 -1.30
H -0.20 -0.55 -1.73
*
```

Atom charges from the Mulliken analysis, given in e for atoms 1 to 8:
1 O -0.479
2 C -0.605
3 C 0.707
4 N -0.492
5 C 0.028
6 N -0.363
7 N -0.248
8 H 0.327



C3H5N3O | ωB97M-V/def2-TZVPD

The HOMO-LUMO gap comes out at 8.19 eV. The value obtained for the lowest unoccupied orbital energy is 0.4131 eV. The total energy comes out at -356.7477 hartree.

```
! RIJCOSX wB97M-V def2-TZVPD def2/J DEFGRID3
* xyz 0 1
N 0.49 0.38 2.08
C 0.05 0.34 0.82
N -0.19 1.49 0.12
C -0.56 1.18 -1.12
O 0.42 -0.71 -2.16
C -0.56 -0.36 -1.22
N -0.17 -0.78 0.13
H 0.72 1.29 2.43
H 0.87 -0.43 2.54
H 0.58 0.12 -2.64
H -1.53 -0.82 -1.47
H -0.12 -1.72 0.49
*
```

Atom charges from the Mulliken analysis, given in e for atoms 1 to 8:
1 N -0.347
2 C 0.507
3 N -0.502
4 C -0.589
5 O -0.508
6 C 0.302
7 N -0.146
8 H 0.277



C3H5N3O | ωB97M-V/def2-TZVPD

The HOMO-LUMO gap comes out at 9.52 eV. The value obtained for the lowest unoccupied orbital energy is 0.6885 eV. The total energy comes out at -356.7606 hartree.

```
! RIJCOSX wB97M-V def2-TZVPD def2/J DEFGRID3
* xyz 0 1
N -2.05 -0.48 0.67
C -0.75 -0.04 0.37
N 0.36 -0.82 0.42
C 1.26 -0.13 -0.28
O 2.53 -0.54 -0.42
C 0.73 1.07 -0.78
N -0.57 1.14 -0.39
H -2.01 -1.36 1.15
H -2.61 -0.57 -0.17
H 2.59 -1.40 0.02
H 1.23 1.88 -1.29
H -0.60 1.11 0.91
*
```

Atom charges from the Mulliken analysis, given in e for atoms 1 to 8:
1 N -0.511
2 C 0.496
3 N -0.642
4 C 0.703
5 O -0.498
6 C -0.468
7 N -0.533
8 H 0.300



C3H5N3O | ωB97M-V/def2-TZVPD

The HOMO-LUMO gap comes out at 9.82 eV. The value obtained for the lowest unoccupied orbital energy is 0.4811 eV. As for the SMILES: OCc1cnn[nH]1. The total energy comes out at -356.6794 hartree.

```
! RIJCOSX wB97M-V def2-TZVPD def2/J DEFGRID3
* xyz 0 1
O -0.25 -2.05 -0.93
C -0.40 -1.31 0.15
C -0.06 0.10 -0.02
C -0.15 1.05 -1.00
N -0.07 2.36 -0.48
N 0.30 2.10 0.73
N 0.62 0.85 1.02
H 0.77 -1.91 -1.12
H -1.43 -0.98 0.67
H 0.44 -1.75 0.92
H -0.65 0.86 -1.86
H 0.88 0.67 1.92
*
```

Atom charges from the Mulliken analysis, given in e for atoms 1 to 8:
1 O -0.482
2 C -0.369
3 C 0.291
4 C -0.382
5 N -0.274
6 N -0.481
7 N 0.158
8 H 0.383



C3H5N3O | ωB97M-V/def2-TZVPD

The HOMO-LUMO gap comes out at 10.86 eV. The value obtained for the lowest unoccupied orbital energy is 0.7783 eV. As for the SMILES: OCc1nc[nH]n1. The total energy comes out at -356.8030 hartree.

```
! RIJCOSX wB97M-V def2-TZVPD def2/J DEFGRID3
* xyz 0 1
O -0.15 -2.26 -0.76
C 0.22 -1.05 -1.38
C 0.15 0.09 -0.35
N 1.12 0.99 -0.02
C 0.61 1.60 1.09
N -0.59 1.07 1.34
N -0.92 0.13 0.45
H -1.01 -2.10 -0.35
H -0.42 -0.85 -2.25
H 1.24 -1.21 -1.76
H 0.92 2.35 1.85
H -1.17 1.22 2.15
*
```

Atom charges from the Mulliken analysis, given in e for atoms 1 to 8:
1 O -0.515
2 C -0.363
3 C 0.604
4 N -0.617
5 C 0.030
6 N 0.164
7 N -0.664
8 H 0.337



C3H5N3O | ωB97M-V/def2-TZVPD

The HOMO-LUMO gap comes out at 8.03 eV. The value obtained for the lowest unoccupied orbital energy is -0.0197 eV. The total energy comes out at -356.7564 hartree.

```
! RIJCOSX wB97M-V def2-TZVPD def2/J DEFGRID3
* xyz 0 1
C -1.46 0.49 0.67
C -0.04 -0.21 -1.01
C 0.62 0.09 0.36
N -0.26 0.40 1.27
N -1.44 0.22 -0.62
N 1.80 -0.27 0.79
O 0.32 0.09 -2.19
H -2.31 0.72 1.22
H -0.12 -1.39 -0.81
H -1.81 0.56 -1.46
H 2.48 -0.45 0.05
H 2.22 -0.24 1.73
*
```

Atom charges from the Mulliken analysis, given in e for atoms 1 to 8:
1 C -0.167
2 C 0.293
3 C 0.415
4 N -0.643
5 N -0.168
6 N -0.367
7 O -0.764
8 H 0.461